45
Properties=species:S:1:pos:R:3 method="wB97M-V/def2-TZVPD" smiles="CNc1ccc(/C=C/c2ccc(OC[C@@H](CO)CF)cc2)cc1" total_energy_ha=-1042.17817 homo_lumo_gap_ev=7.796 homo_energy_ev=-7.33
C 0.67 8.83 0.32
N 1.56 7.84 -0.43
C 1.30 6.46 -0.57
C 1.95 5.74 -1.56
C 1.62 4.38 -1.80
C 0.76 3.75 -0.92
C 0.32 2.35 -1.16
C -0.21 1.49 -0.16
C -0.53 0.01 -0.32
C -0.31 -0.70 -1.45
C -0.52 -2.15 -1.47
C -1.00 -2.79 -0.35
O -1.30 -4.23 -0.39
C -0.62 -4.77 0.75
C -0.50 -6.33 0.55
C 0.51 -6.97 1.55
O 0.98 -8.18 1.05
C -1.95 -7.04 0.62
F -2.34 -7.03 1.94
C -1.31 -1.99 0.80
C -0.97 -0.67 0.83
C 0.15 4.42 0.16
C 0.53 5.76 0.33
H 0.99 8.92 1.36
H -0.33 8.34 0.28
H 0.65 9.82 -0.22
H 2.11 8.26 -1.24
H 2.66 6.25 -2.28
H 2.12 3.84 -2.64
H 0.50 1.91 -2.18
H -0.14 1.90 0.80
H -0.02 -0.24 -2.39
H -0.23 -2.83 -2.35
H 0.37 -4.27 0.94
H -1.32 -4.55 1.60
H -0.10 -6.54 -0.41
H 0.04 -7.12 2.49
H 1.41 -6.35 1.79
H 0.47 -8.44 0.20
H -2.75 -6.59 0.04
H -1.74 -8.02 0.24
H -1.78 -2.42 1.74
H -1.16 -0.23 1.77
H -0.64 4.07 0.89
H 0.14 6.08 1.27

54
Properties=species:S:1:pos:R:3 method="wB97M-V/def2-TZVPD" total_energy_ha=-2793.78941 e_above_lowest_ev=0.000 homo_lumo_gap_ev=9.349 charge=+1 homo_energy_ev=-11.91
Lu -1.29 -0.51 0.53
O -2.54 2.26 3.26
C -2.50 1.83 2.03
O -1.45 1.50 1.47
C -3.85 1.85 1.32
O -3.94 0.91 0.28
C -4.63 -0.33 0.57
C -3.51 -1.19 1.10
O -2.88 -1.97 0.30
O -2.93 -0.78 2.14
H -1.63 2.31 3.59
H -3.89 2.84 0.87
H -4.65 1.75 2.05
H -5.01 -0.70 -0.38
H -5.44 -0.18 1.28
C 2.59 -3.68 1.32
C 2.84 -2.51 2.25
C 2.66 -1.12 1.60
C 2.94 -0.01 2.63
C 2.74 1.40 2.09
C 3.64 -0.99 0.44
O 4.83 -0.99 0.63
N 3.12 -0.92 -0.83
C 1.78 -0.88 -1.19
O 1.43 -0.86 -2.35
N 0.86 -0.89 -0.14
C 1.24 -1.01 1.12
O 0.28 -1.04 1.97
H 2.73 -4.62 1.85
H 3.29 -3.69 0.48
H 1.58 -3.69 0.92
H 3.87 -2.53 2.63
H 2.18 -2.54 3.12
H 3.98 -0.15 2.94
H 2.31 -0.19 3.49
H 3.39 1.60 1.23
H 2.97 2.14 2.84
H 1.71 1.57 1.78
H 3.78 -0.89 -1.60
N -1.52 -0.66 -3.90
C -1.89 -1.06 -2.67
N -1.67 -0.14 -1.75
C -1.10 0.94 -2.44
C -0.64 2.16 -1.95
C -0.08 3.03 -2.87
C 0.01 2.70 -4.23
C -0.45 1.50 -4.72
C -1.00 0.63 -3.79
H -1.59 -1.23 -4.73
H -2.30 -2.03 -2.47
H -0.72 2.43 -0.91
H 0.29 3.99 -2.53
H 0.45 3.41 -4.92
H -0.38 1.24 -5.77

46
Properties=species:S:1:pos:R:3 method="wB97M-V/def2-TZVPD" total_energy_ha=-1071.84113 e_above_lowest_ev=18.268 homo_lumo_gap_ev=7.684 homo_energy_ev=-7.35
C 3.54 0.81 -5.57
H 3.45 1.93 -5.14
O 2.12 0.28 -5.51
C 1.60 0.22 -4.36
C 0.45 -0.21 -4.38
C -0.29 -0.57 -3.33
C 0.28 -0.23 -2.12
C 1.32 0.60 -2.08
C 2.09 0.72 -3.26
H 3.10 1.11 -3.09
O 1.63 0.81 -0.93
C 2.98 1.54 -0.79
H 3.27 1.82 0.51
H 3.05 2.33 -1.23
H 3.82 0.90 -0.97
N -0.51 -0.34 -0.94
C -1.68 -0.81 -0.55
O -2.50 -1.26 -1.53
N -2.34 -0.81 0.72
C -1.34 -0.75 1.72
C -0.03 -1.01 1.76
C 0.79 -1.00 2.75
C 0.23 -0.20 3.92
C -0.98 0.14 3.89
C -2.05 0.26 2.79
C -3.35 0.43 2.91
C -3.88 -0.75 2.43
C -3.78 -1.10 0.86
H -4.07 -0.53 0.16
H -3.80 -2.18 0.68
H -3.90 -1.63 2.94
H -5.11 -0.52 2.35
H -3.51 1.24 2.18
H -3.52 0.78 3.88
H -1.34 0.87 4.81
C 1.01 0.10 5.10
H 1.37 1.42 5.18
H 0.74 -0.31 6.08
H 2.09 -0.39 5.06
H 1.76 -1.33 2.74
H 0.42 -1.85 1.10
H -0.04 -0.07 -0.25
H -1.29 -1.02 -3.43
H 0.13 -0.72 -5.40
H 3.84 0.93 -6.79
H 4.24 0.35 -4.84

47
Properties=species:S:1:pos:R:3 method="wB97M-V/def2-TZVPD" smiles="CCOc1ncccc1C(=O)OCC(=O)Nc1c(C)cc(C)cc1C" total_energy_ha=-1147.06016 e_above_lowest_ev=19.140 homo_lumo_gap_ev=7.449 homo_energy_ev=-8.49
C 3.62 -2.23 1.09
C 2.40 -3.21 1.19
O 1.31 -2.74 1.36
C 1.08 -2.05 2.73
N 2.09 -2.06 3.74
C 1.62 -1.67 4.79
C 0.48 -0.94 5.12
C -0.42 -0.75 4.08
C -0.41 -1.35 3.03
C -1.39 -1.48 1.93
O -1.30 -2.27 0.83
O -2.20 -0.24 2.04
C -3.23 -0.32 1.04
C -2.75 0.39 -0.25
O -3.79 0.33 -1.27
N -1.59 0.96 -0.28
C -0.97 1.21 -1.57
C -1.55 2.39 -2.38
C -2.58 3.03 -1.96
C -1.08 2.57 -3.51
C 0.36 2.26 -3.74
C 1.00 2.45 -5.19
C 0.78 1.18 -3.03
C 0.22 0.78 -1.75
C 0.75 -0.55 -1.22
H 4.44 -3.00 0.96
H 3.79 -1.67 1.83
H 3.48 -1.61 0.17
H 2.13 -3.83 0.33
H 2.64 -3.92 2.12
H 2.61 -1.71 5.54
H 0.47 -0.41 6.15
H -1.33 -0.09 4.56
H -3.85 0.53 1.65
H -3.50 -1.15 0.87
H -0.87 0.88 0.39
H -2.87 3.31 -0.80
H -3.52 2.46 -1.94
H -2.84 4.05 -2.45
H -1.38 3.53 -4.05
H 0.91 3.69 -5.27
H 2.17 2.22 -5.20
H 0.58 2.09 -6.00
H 1.60 0.73 -3.35
H 1.71 -0.66 -1.53
H 1.17 -0.02 -0.14
H 0.02 -1.14 -0.72

Repeat the first record exactly.
45
Properties=species:S:1:pos:R:3 method="wB97M-V/def2-TZVPD" smiles="CNc1ccc(/C=C/c2ccc(OC[C@@H](CO)CF)cc2)cc1" total_energy_ha=-1042.17817 homo_lumo_gap_ev=7.796 homo_energy_ev=-7.33
C 0.67 8.83 0.32
N 1.56 7.84 -0.43
C 1.30 6.46 -0.57
C 1.95 5.74 -1.56
C 1.62 4.38 -1.80
C 0.76 3.75 -0.92
C 0.32 2.35 -1.16
C -0.21 1.49 -0.16
C -0.53 0.01 -0.32
C -0.31 -0.70 -1.45
C -0.52 -2.15 -1.47
C -1.00 -2.79 -0.35
O -1.30 -4.23 -0.39
C -0.62 -4.77 0.75
C -0.50 -6.33 0.55
C 0.51 -6.97 1.55
O 0.98 -8.18 1.05
C -1.95 -7.04 0.62
F -2.34 -7.03 1.94
C -1.31 -1.99 0.80
C -0.97 -0.67 0.83
C 0.15 4.42 0.16
C 0.53 5.76 0.33
H 0.99 8.92 1.36
H -0.33 8.34 0.28
H 0.65 9.82 -0.22
H 2.11 8.26 -1.24
H 2.66 6.25 -2.28
H 2.12 3.84 -2.64
H 0.50 1.91 -2.18
H -0.14 1.90 0.80
H -0.02 -0.24 -2.39
H -0.23 -2.83 -2.35
H 0.37 -4.27 0.94
H -1.32 -4.55 1.60
H -0.10 -6.54 -0.41
H 0.04 -7.12 2.49
H 1.41 -6.35 1.79
H 0.47 -8.44 0.20
H -2.75 -6.59 0.04
H -1.74 -8.02 0.24
H -1.78 -2.42 1.74
H -1.16 -0.23 1.77
H -0.64 4.07 0.89
H 0.14 6.08 1.27